Molecular formula: C21H29OOs
Method: DFT, ωB97M-V/def2-TZVPD

Expectation value of S² = 6.0326
HOMO energy (alpha / beta) = -1.7 / -3.3 eV

The geometry in ORCA input format:
```
! RIJCOSX wB97M-V def2-TZVPD def2/J DEFGRID3
* xyz -1 5
Os -0.245 0.557 -0.025
C 2.277 0.514 0.958
C 2.546 -0.388 -0.081
C 2.074 0.168 -1.288
H 3.066 -1.354 0.003
C 1.523 1.458 -1.012
C 1.615 1.662 0.413
H 1.425 2.613 0.924
H 2.501 0.360 2.022
H 2.173 -0.263 -2.294
H 1.285 2.221 -1.766
C -2.310 0.485 0.428
C -1.774 1.764 0.830
C -1.210 2.380 -0.335
H -1.797 2.166 1.811
C -1.449 1.523 -1.423
C -2.108 0.367 -0.981
H -2.361 -0.491 -1.589
H -2.715 -0.249 1.070
H -0.703 3.335 -0.340
H -1.144 1.688 -2.478
O -0.016 -1.436 -1.923
C -0.288 -0.657 -4.629
C 0.360 -2.056 -4.360
C 0.577 0.550 -4.736
C -1.792 -0.645 -4.719
C 0.419 -2.391 -2.762
H 1.396 -2.173 -4.747
H -0.162 -2.919 -4.832
H -0.097 -3.399 -2.645
H 1.492 -2.754 -2.551
H 0.702 1.171 -5.779
H 1.612 0.336 -4.385
H 0.201 1.288 -3.989
H -2.373 -0.614 -5.796
H -2.226 0.213 -4.139
H -2.160 -1.542 -4.166
C 0.648 1.066 4.914
C -0.022 -0.268 4.546
C 0.758 -1.418 5.179
C -1.460 -0.271 5.076
C -0.009 -0.446 3.041
C -0.083 -0.426 1.876
H 0.655 1.190 6.006
H 0.106 1.911 4.470
H 1.682 1.094 4.550
H 0.796 -1.298 6.269
H 0.279 -2.373 4.945
H 1.784 -1.438 4.794
H -2.053 0.531 4.621
H -1.954 -1.225 4.864
H -1.442 -0.116 6.162
*
```

Results of the Löwdin charge analysis, in e, for atoms 1 through 5:
1. Os 1.452
2. C -0.192
3. C -0.134
4. C -0.158
5. H 0.107

Molecular formula: C22H51BBeN4O2Si2
Method: DFT, ωB97M-V/def2-TZVPD

HOMO energy = -4.0 eV
Energy relative to the best compared isomer or geometry (same formula, charge and spin) = 142.0 kcal/mol

The geometry in ORCA input format:
```
! RIJCOSX wB97M-V def2-TZVPD def2/J DEFGRID3
* xyz 0 1
O -1.668 -2.312 -3.281
O -3.132 -1.351 -4.823
C -0.764 -3.364 -3.856
C 0.427 -3.647 -2.980
H -0.451 -2.978 -4.828
H -1.361 -4.273 -4.010
H 1.013 -2.755 -2.750
H 1.107 -4.329 -3.498
H 0.142 -4.149 -2.056
C -2.244 -2.719 -1.966
C -3.542 -3.455 -2.108
H -2.362 -1.789 -1.410
H -1.492 -3.340 -1.471
H -4.297 -2.901 -2.669
H -3.932 -3.638 -1.102
H -3.407 -4.426 -2.586
C -3.792 -0.123 -4.447
C -2.832 -1.478 -6.243
C -3.743 0.124 -2.970
H -4.817 -0.267 -4.807
H -3.322 0.697 -5.015
H -3.774 -0.808 -2.393
H -4.611 0.743 -2.716
H -2.860 0.716 -2.682
C -3.339 -2.773 -6.786
H -1.745 -1.391 -6.382
H -3.335 -0.654 -6.762
H -2.810 -3.630 -6.375
H -3.159 -2.731 -7.857
H -4.410 -2.902 -6.626
H -2.516 -1.932 -4.038
Be 0.737 1.593 -1.142
C 1.170 1.135 -2.603
Si 1.280 1.672 -4.431
H 0.135 0.711 -2.552
H 1.875 0.279 -2.563
C 1.472 -0.041 -5.272
C 2.709 2.831 -4.722
C -0.408 2.128 -5.170
C 2.333 2.291 -1.151
Si 3.337 2.139 0.412
H 2.077 3.350 -1.347
H 3.116 2.061 -1.896
C 4.980 3.042 0.046
C 3.758 0.340 0.820
C 2.506 2.960 1.884
H -0.370 2.950 -5.899
H -1.124 2.410 -4.386
H -0.815 1.254 -5.702
H 2.479 -0.459 -5.125
H 1.232 -0.003 -6.350
H 0.755 -0.724 -4.784
H 3.647 2.262 -4.723
H 2.769 3.584 -3.927
H 2.615 3.350 -5.686
H 3.545 -0.329 -0.029
H 3.188 -0.014 1.693
H 4.833 0.263 1.054
H 1.992 2.229 2.524
H 1.764 3.701 1.555
H 3.276 3.475 2.481
H 5.348 3.554 0.948
H 4.819 3.792 -0.744
H 5.748 2.331 -0.299
B -0.935 1.904 1.583
N -1.286 2.715 0.309
C -2.338 3.535 0.162
C -2.308 4.049 -1.128
C -1.173 3.516 -1.734
N -0.561 2.674 -0.877
N -0.383 0.531 1.131
C -0.541 -0.651 1.752
C 0.105 -1.632 1.001
C 0.658 -0.963 -0.096
N 0.373 0.354 -0.021
H -1.933 1.750 2.283
H -0.198 2.490 2.338
H -3.019 3.708 0.983
H -3.011 4.720 -1.577
H -0.773 3.701 -2.726
H -1.097 -0.696 2.685
H 0.172 -2.686 1.229
H 1.254 -1.384 -0.897
*
```

Results of the Löwdin charge analysis, in e, for atoms 1 through 5:
1. O -0.129
2. O -0.132
3. C -0.165
4. C -0.056
5. H 0.118

Molecular formula: C3H6N2O2
Method: DFT, ωB97M-V/def2-TZVPD

SMILES = OC1(O)C=CNN1
HOMO energy = -8.5 eV
Energy relative to the best compared isomer or geometry (same formula, charge and spin) = 88.4 kcal/mol

The geometry in ORCA input format:
```
! RIJCOSX wB97M-V def2-TZVPD def2/J DEFGRID3
* xyz 0 1
O -1.791 -1.017 -0.073
C -0.516 -0.473 -0.104
O 0.438 -1.780 -0.383
C 0.039 0.196 1.068
C 0.803 1.194 0.662
N 0.858 1.276 -0.721
N -0.219 0.366 -1.130
H -1.670 -1.857 0.382
H 0.086 -2.229 -1.231
H 0.047 -0.221 2.052
H 1.471 1.904 1.237
H 0.853 2.259 -1.022
H -0.038 0.057 -2.130
*
```

Results of the Löwdin charge analysis, in e, for atoms 1 through 5:
1. O 0.046
2. C -0.580
3. O -0.130
4. C -0.022
5. C -0.133